Below is a 7-piece molecular cluster, C42H105N7O14 overall in a non-equilibrium geometry, with properties calculated with wB97M-V/def2-TZVPD.

## Properties
Charge ... +1
Kohn-Sham gap (spin up / spin down) ... 7.730 / 2.661 eV
F_max ... 3.99 eV/A
E_HOMO (spin up / spin down) ... -9.831 / -9.831 eV
DFT total energy ... -3098.989480 Ha
⟨S²⟩ ... 0.76
Spin multiplicity ... 2

XYZ file:
```
168
Properties=species:S:1:pos:R:3:forces:R:3
C -2.420589 -3.556394 2.693465 -0.430 0.973 0.474
O -2.193481 -4.504687 1.703740 0.206 -0.518 0.754
C -2.061282 -4.096768 0.393618 -0.132 -0.656 -1.371
C -1.747656 -5.378826 -0.389995 -0.706 0.041 -0.191
N -0.611207 -6.043888 0.166155 -0.863 -0.731 -0.282
C 0.563193 -5.740012 -0.570756 1.861 -0.163 1.945
C 1.833565 -6.294132 0.059299 1.859 -0.155 -0.645
O 2.249636 -7.597175 -0.310612 0.518 -1.084 1.010
C 3.530170 -7.922272 0.288255 0.486 -0.158 -0.805
H -2.233681 -3.950057 3.692572 -0.046 -0.448 -0.232
H -3.449461 -3.197533 2.666236 -0.270 -0.024 0.005
H -1.793386 -2.668041 2.618972 0.384 0.134 -0.345
H -1.254199 -3.390887 0.197580 0.380 0.314 0.450
H -2.968627 -3.663295 -0.027014 -0.529 0.251 0.139
H -1.520847 -5.120144 -1.424278 -0.477 -0.060 -0.200
H -2.567731 -6.090507 -0.294629 -0.535 0.392 -0.397
H -0.653368 -5.701997 1.115591 1.048 -0.675 0.193
H 0.794255 -4.681533 -0.450979 -0.122 0.714 -0.771
H 0.563289 -6.034000 -1.620364 -0.464 -0.049 0.064
H 1.986449 -6.223419 1.136197 -0.830 0.431 0.197
H 2.603726 -5.656039 -0.374046 0.397 0.520 0.115
H 4.353840 -7.398332 -0.196676 -0.092 0.285 -0.606
H 3.778679 -8.979923 0.200433 -0.648 -0.080 -0.458
H 3.776882 -7.724563 1.331395 -1.320 0.451 0.537
C -2.966730 6.544638 -1.844608 -0.916 1.005 0.014
O -2.529149 7.644739 -1.076475 2.896 -0.383 1.306
C -1.270263 7.374971 -0.399392 0.610 0.620 0.619
C -0.122318 7.205407 -1.427788 -0.636 -0.303 -0.132
N -0.278377 8.242456 -2.433001 1.112 -0.673 0.018
C 0.614121 9.426397 -2.230310 -1.227 -0.555 -1.539
C 1.824150 9.536880 -3.233512 -1.006 -0.366 0.684
O 1.508944 10.119078 -4.473862 -0.892 -1.062 0.175
C 1.169311 9.187149 -5.521819 1.231 1.408 -1.276
H -3.929809 7.034812 -1.987114 -0.845 -1.731 -0.717
H -2.890019 5.601484 -1.303610 -0.643 -0.018 0.406
H -2.488235 6.346328 -2.803685 0.436 0.600 -0.182
H -1.358727 6.558670 0.317498 -0.270 -0.747 -0.419
H -1.042627 8.177632 0.302049 -0.328 0.684 -0.472
H -0.255949 6.190843 -1.803164 -0.002 -0.194 -0.716
H 0.922446 7.205873 -1.117014 -0.209 0.125 0.855
H -1.255355 8.480862 -2.339307 0.089 0.665 -0.468
H 0.941888 9.503059 -1.193598 0.080 0.172 0.093
H -0.143089 10.166764 -2.488382 0.835 1.078 0.290
H 2.196449 8.533298 -3.439198 0.327 -0.196 0.402
H 2.594395 10.164384 -2.785122 0.079 -0.076 0.084
H 0.319095 9.601594 -6.063544 -0.154 -0.312 0.173
H 1.120409 8.101738 -5.434717 -0.543 0.092 1.399
H 2.033235 9.272419 -6.180960 0.007 0.100 -0.603
C 5.443986 7.895315 -4.175144 -1.554 1.472 -1.864
O 5.677739 7.104401 -5.388776 2.231 -0.857 2.906
C 4.787093 7.154648 -6.423500 -1.669 -0.609 -1.520
C 3.551453 6.271255 -6.235112 -0.261 0.172 0.930
N 3.858825 4.832228 -6.272795 -1.860 -0.883 0.085
C 2.591556 3.990369 -6.051206 0.782 0.241 1.292
C 2.012102 4.194006 -4.615351 -1.125 -0.236 -0.589
O 2.880601 4.512521 -3.590698 2.761 -0.253 1.277
C 4.047006 3.646551 -3.371571 0.194 1.040 0.366
H 6.098184 8.032096 -3.314088 1.213 -1.552 -0.673
H 4.477731 7.701943 -3.709233 -0.265 -0.210 -0.329
H 5.452345 8.912152 -4.567665 -0.560 0.417 0.150
H 5.194170 6.690942 -7.322036 1.049 0.332 0.072
H 4.492346 8.169719 -6.689700 -0.145 0.296 0.136
H 2.770249 6.455586 -6.972573 0.133 0.317 -0.126
H 3.192835 6.567485 -5.249337 -0.695 -0.095 0.240
H 4.362280 4.652923 -5.415767 0.478 0.007 -0.326
H 2.764015 2.917541 -6.137184 0.826 0.059 -0.312
H 1.762510 4.160515 -6.738100 0.333 0.568 -0.307
H 1.456537 3.356021 -4.194364 -0.383 -0.810 -0.880
H 1.258931 4.980214 -4.667324 0.202 0.389 0.244
H 4.927231 4.001080 -3.907877 -0.161 -0.100 -0.624
H 3.977362 2.565719 -3.494230 -0.802 0.006 -0.495
H 4.443604 3.768722 -2.363655 -0.829 0.289 0.425
C -1.756438 2.542475 -6.291379 0.131 -1.410 -0.576
O -1.432380 3.196779 -5.102410 0.196 -0.824 1.792
C -1.463578 2.344106 -3.895206 0.507 1.240 -2.076
C -1.728392 3.230730 -2.667391 -0.442 -0.475 -0.785
N -1.794749 2.380109 -1.490840 1.013 0.662 0.622
C -0.520061 2.369615 -0.677819 0.327 -0.822 -1.348
C 0.657122 1.354508 -1.175511 -2.438 0.251 0.537
O 0.138303 -0.035499 -1.075193 0.079 1.582 0.669
C -0.217841 -0.425625 0.265989 1.257 -1.212 0.226
H -2.784367 2.192644 -6.386569 -0.768 1.094 0.084
H -1.332147 1.545174 -6.407437 1.163 -0.189 0.344
H -1.391448 3.100861 -7.153403 -0.406 0.272 0.220
H -0.589563 1.698421 -3.809782 0.977 0.601 -0.001
H -2.170179 1.536635 -4.087054 -1.247 0.322 0.427
H -2.671417 3.733415 -2.882115 -0.295 -0.070 0.264
H -1.036956 4.052299 -2.480168 0.410 -0.276 -0.501
H -2.163527 1.510701 -1.848943 0.404 -0.409 0.732
H -0.797464 2.268064 0.371385 0.207 -0.498 -0.068
H -0.113725 3.379798 -0.727993 0.017 0.022 -0.203
H 1.606851 1.517344 -0.665988 -0.195 -0.324 0.580
H 0.889939 1.527449 -2.226218 -0.347 -0.137 -0.032
H 0.640134 -0.888484 0.753585 0.427 -0.052 -0.162
H -0.917038 -1.259154 0.199186 -0.335 0.293 -0.079
H -0.515891 0.304953 1.017991 -0.487 0.515 -0.734
C -7.048577 -1.128791 9.429130 0.839 -0.104 0.428
O -5.916091 -1.986085 9.412125 -0.576 0.839 -0.367
C -5.372449 -2.096333 8.111875 1.414 -0.143 1.021
C -3.842003 -2.142227 8.411357 -0.598 -0.133 -2.328
N -3.077617 -2.312399 7.128136 -0.692 0.550 0.460
C -1.645667 -2.193242 7.333790 -0.671 -1.252 -0.841
C -1.021910 -1.673536 6.003098 0.339 0.277 2.472
O -1.491382 -0.331113 5.797732 0.741 -0.197 -1.197
C -0.554872 0.431658 4.971523 -0.467 -0.769 1.784
H -7.421087 -1.219957 10.449437 -0.698 -0.049 -0.380
H -7.707182 -1.371909 8.595322 -0.576 -0.222 0.386
H -6.750763 -0.089644 9.289179 0.183 0.237 -0.056
H -5.508249 -1.238655 7.453053 -0.395 0.488 0.237
H -5.890164 -2.927169 7.632512 0.699 -0.457 -0.276
H -3.621004 -2.913614 9.149078 0.142 -0.247 -0.347
H -3.580613 -1.185410 8.863329 -0.113 0.181 0.216
H -3.170479 -1.530025 6.496183 -1.637 0.411 0.221
H -1.451853 -3.249651 7.519658 1.564 0.155 0.237
H -1.458558 -1.566804 8.205958 0.655 0.197 -0.093
H -1.228905 -2.384788 5.203480 -0.149 0.251 -0.305
H 0.045739 -1.627038 6.217737 0.307 -0.112 -0.439
H -0.454890 0.006123 3.973004 -0.294 0.272 -0.218
H 0.417126 0.360938 5.459693 0.261 -0.009 -0.097
H -0.850147 1.477400 5.057082 -0.232 -0.176 -0.566
C 4.249863 -10.113758 7.644271 -0.592 -0.459 -0.787
O 4.567321 -8.902140 6.976001 -1.088 -0.111 1.853
C 4.936997 -9.090848 5.668272 1.321 0.574 -0.790
C 5.086118 -7.741061 5.025591 -1.048 0.724 -0.419
N 3.745279 -7.203250 4.816482 -0.844 -1.381 0.640
C 3.527633 -6.013805 4.078028 1.407 0.059 -0.785
C 2.117480 -5.608152 3.837073 -1.384 0.497 -0.958
O 2.195788 -4.496940 2.915466 -0.612 -0.016 -1.199
C 0.946326 -3.961057 2.388942 0.630 -0.055 1.883
H 3.816256 -9.992447 8.636929 0.712 0.606 0.101
H 5.092659 -10.804027 7.607936 0.226 0.046 0.420
H 3.441022 -10.622425 7.119749 -0.149 -0.114 -0.425
H 4.230913 -9.641236 5.046483 -0.227 -0.405 0.235
H 5.928983 -9.541204 5.633165 0.138 -0.588 -0.073
H 5.584971 -7.926962 4.074440 0.110 0.433 -0.152
H 5.616659 -7.027398 5.655917 0.774 -0.257 0.021
H 3.243563 -7.323014 5.684835 -0.173 0.472 0.024
H 3.927690 -6.253662 3.092880 0.021 0.248 -0.413
H 4.114446 -5.141736 4.366552 0.073 0.347 0.574
H 1.509722 -5.332289 4.698833 0.285 0.219 0.479
H 1.564159 -6.423977 3.371903 -0.017 -0.281 -0.187
H 0.643615 -3.285143 3.188688 -0.663 0.257 -0.099
H 0.132714 -4.660068 2.195252 0.455 -0.339 0.457
H 1.031119 -3.368667 1.477895 0.899 -0.151 -0.035
C 0.575364 -3.405641 -3.888631 0.695 0.837 0.737
O -0.675917 -2.958094 -3.339036 -1.062 0.244 -0.858
C -1.444079 -1.990882 -4.082051 0.682 0.279 0.597
C -2.662048 -1.591492 -3.218967 1.344 -0.420 -1.448
N -2.358298 -0.623015 -2.158651 -0.829 -3.256 -2.151
C -3.291363 -0.531892 -1.137206 -0.549 1.249 0.987
C -4.615569 0.194949 -1.577798 -0.283 1.169 0.212
O -5.406810 -0.430818 -2.540564 1.231 -0.006 0.575
C -6.032790 -1.597337 -2.055108 -0.426 -0.868 -0.900
H 0.736343 -3.416041 -4.966633 -0.839 0.142 -0.180
H 0.826082 -4.398126 -3.514193 -0.449 0.060 0.124
H 1.302337 -2.707874 -3.473006 0.428 -0.096 -0.134
H -1.745913 -2.353034 -5.064830 -0.324 -0.401 0.123
H -0.897045 -1.077412 -4.315339 0.633 0.161 0.146
H -2.947645 -2.572998 -2.840586 -0.654 0.172 0.792
H -3.440655 -1.226986 -3.889049 -0.334 0.208 0.296
H -1.367156 -0.571263 -1.971381 1.176 0.909 0.520
H -2.780606 0.036513 -0.359934 -0.635 0.038 0.367
H -3.554890 -1.523510 -0.769308 -0.011 -0.326 0.010
H -4.353742 1.208086 -1.882912 0.241 -0.154 -0.807
H -5.222324 0.465739 -0.713717 0.094 -0.762 0.649
H -6.595658 -1.449192 -1.133513 -0.368 0.276 -0.264
H -5.405871 -2.471528 -1.879452 1.004 0.206 0.266
H -6.579295 -1.958939 -2.926136 -0.817 0.234 0.441
```
Forces are in eV/Å.